No. 1
The following is a DFT calculation (wB97M-V/def2-TZVPD) of C4H8OP2 in the gas phase in a non-equilibrium geometry.

Last column: Löwdin charge in e.
CARTESIAN COORDINATES (ANGSTROEM)
C  -1.0015  1.4159  1.3547  -0.133
C  -0.6453  -0.9089  -0.4465  -0.777
C  1.6427  0.0078  -0.5449  -0.111
C  0.7532  -1.2037  0.0135  -0.319
O  -2.2167  1.3752  -1.2723  -0.395
P  -2.1186  -1.5141  0.3585  0.808
P  -1.7104  0.7244  -0.0572  0.432
H  -1.2859  2.4146  1.6544  0.007
H  -0.2927  0.8487  1.9190  -0.003
H  -0.6305  -0.5013  -1.5341  0.108
H  2.1362  -0.3411  -1.5061  0.080
H  2.5643  0.3768  0.1627  0.121
H  0.9524  0.7815  -0.7052  -0.001
H  0.7029  -1.3052  1.0658  0.059
H  1.1496  -2.1706  -0.4622  0.125

Cartesian forces, eV/Å:
C -1.4778 -0.5049 -1.8399
C -0.3303 0.3155 -1.5341
C 3.1035 -1.9918 1.3562
C 1.3147 0.1894 -2.1624
O -0.2270 0.4958 0.0857
P 0.6351 1.8510 -0.3496
P 0.8577 -1.3576 1.6350
H 0.1575 0.0449 0.0355
H 0.0928 -0.3407 0.2409
H -0.4144 -0.9009 1.4691
H -0.7249 0.6732 1.0336
H -2.4790 -0.9826 -1.5453
H -0.2923 1.4483 -0.3677
H 0.5030 -0.1207 1.1061
H -0.7187 1.1813 0.8369

Properties
LUMO (alpha / beta) in eV: -1.7195 / -1.6762
Highest occupied orbital energy (alpha / beta) in Eh: -0.31216 / -0.30358
Energy relative to the best compared isomer or geometry (same formula, charge and spin) in kcal/mol: 42.66

No. 2
The following is a DFT calculation (wB97M-V/def2-TZVPD) of a 2-piece molecular cluster, C3H10N2O2 overall in a non-equilibrium geometry.

Last column: Löwdin charge in e.
CARTESIAN COORDINATES (ANGSTROEM)
C  -1.1521  1.0470  -0.7235  -0.081
C  -0.4640  -1.2942  -0.1851  -0.031
N  -0.4802  0.2143  0.2637  -0.364
N  -1.0997  0.4051  1.5260  0.040
H  -2.0069  -0.0646  1.5717  0.086
H  -0.4971  0.0255  2.2492  0.091
H  -0.6332  0.9552  -1.6778  0.090
H  -1.1195  2.0810  -0.3884  0.091
H  -2.1968  0.7454  -0.8636  0.085
H  -1.5150  -1.6036  -0.2328  0.076
H  -0.0430  -1.4580  -1.1741  0.069
H  0.0273  -1.8561  0.6073  0.085
C  2.6059  0.0467  -0.4017  -0.488
O  2.0446  0.7567  0.5353  0.010
O  3.7707  -0.1542  -0.5884  0.048
H  0.9445  0.6437  0.5048  0.078
H  1.8146  -0.4900  -1.0225  0.115

Cartesian forces, eV/Å:
C 0.0211 -0.0310 -0.1392
C -1.1411 1.8108 0.9898
N 0.2598 -1.8452 -0.5577
N -0.1650 -0.1680 0.0228
H 0.1773 -0.0156 -0.0494
H -0.0499 0.0155 -0.0758
H 0.0011 0.0136 0.0298
H -0.0029 -0.0135 -0.0079
H -0.0055 0.0033 0.0329
H 0.0329 -0.0752 0.0640
H 0.2902 0.2950 0.1918
H 0.2072 0.0120 -0.2486
C -1.2716 -1.3485 -0.6645
O -1.1144 0.6112 0.7580
O 0.3448 0.3953 0.0938
H 1.6531 -0.1219 -0.5371
H 0.7628 0.4622 0.0973

Properties
SMILES: CN(C)N.O=CO
LUMO in eV: 0.5115
Highest occupied orbital energy in Eh: -0.35453
Energy relative to the best compared isomer or geometry (same formula, charge and spin) in kcal/mol: 55.98

No. 3
The following is a DFT calculation (wB97M-V/def2-TZVPD) of C15H25N4O4SSn as an isolated structure.

Last column: Löwdin charge in e.
CARTESIAN COORDINATES (ANGSTROEM)
Sn  1.1268  1.4367  0.3942  1.392
N  -1.2978  1.6862  1.3264  -0.061
C  -2.1210  2.9074  1.4625  -0.240
C  -3.0728  3.1452  0.2999  -0.205
C  -2.4630  3.4043  -1.0774  -0.186
C  -2.0145  2.1460  -1.8317  -0.268
N  -0.5558  2.0024  -1.8181  -0.064
H  -1.8559  0.9009  1.0070  0.081
H  -0.9518  1.4070  2.2408  0.072
H  -1.4351  3.7506  1.5740  0.118
H  -2.7270  2.8619  2.3698  0.115
H  -3.6810  4.0058  0.5861  0.115
H  -3.7646  2.2978  0.2204  0.115
H  -1.6197  4.0955  -0.9800  0.116
H  -3.2115  3.9134  -1.6849  0.109
H  -2.4111  2.1718  -2.8509  0.106
H  -2.4340  1.2562  -1.3541  0.103
H  -0.1241  2.8180  -2.2412  0.079
H  -0.2539  1.2009  -2.3615  0.039
C  -0.5241  -2.5622  2.0025  0.001
C  0.2602  -1.2747  2.0730  -0.337
O  0.1490  -0.5118  1.0788  -0.190
C  1.0331  -0.9767  3.2390  -0.102
C  0.9747  -1.8520  4.3594  -0.037
C  1.6523  -1.5891  5.5106  -0.080
C  2.4486  -0.4240  5.5822  -0.054
C  2.5505  0.4307  4.5225  -0.002
C  1.8453  0.1920  3.3130  -0.338
O  1.9752  1.0370  2.3429  -0.289
H  -0.9936  -2.6390  1.0267  0.063
H  -1.3006  -2.5798  2.7685  0.100
H  0.1215  -3.4253  2.1642  0.100
H  0.3708  -2.7479  4.3052  0.106
H  1.5810  -2.2579  6.3568  0.105
H  2.9901  -0.2054  6.4948  0.112
H  3.1658  1.3196  4.5656  0.120
S  0.1678  -1.9475  -1.6912  1.081
C  0.6835  -2.0588  -3.3432  -0.575
N  -0.0404  -2.5207  -4.3533  0.059
C  0.7500  -2.5801  -5.5964  -0.086
C  2.0846  -1.9242  -5.1689  -0.076
N  1.8873  -1.7104  -3.7290  0.082
H  -0.9880  -2.8446  -4.2679  0.157
H  0.2521  -2.0282  -6.3891  0.124
H  0.8812  -3.6120  -5.9134  0.125
H  2.2604  -0.9771  -5.6744  0.128
H  2.9358  -2.5776  -5.3395  0.127
H  2.5359  -1.2664  -3.0932  0.148
O  1.6092  0.0739  -1.3228  -0.516
O  1.5487  -1.3678  -1.1046  -0.593

Cartesian forces, eV/Å:
Sn -0.0740 0.2805 -0.0738
N 0.0276 0.0776 0.1514
C 0.1156 -0.0641 -0.0688
C 0.0037 -0.0099 0.0254
C -0.0182 -0.0904 0.0420
C 0.1066 0.0177 0.0060
N -0.0737 -0.0026 -0.0411
H -0.0135 0.0205 -0.0556
H -0.0999 0.0484 0.0632
H -0.0342 0.0406 -0.0473
H 0.0503 -0.0095 0.0845
H -0.0257 -0.0071 -0.0328
H -0.0249 0.0400 0.0660
H -0.0022 -0.0132 -0.0494
H -0.0102 0.0526 0.0316
H -0.0101 0.0002 -0.0361
H -0.0399 0.0013 -0.0371
H 0.0040 0.0019 0.0110
H 0.0369 -0.0276 0.0571
C 0.0219 0.0305 -0.0164
C -0.0601 0.0692 -0.0979
O 0.0458 -0.2526 -0.1119
C -0.0076 -0.0329 0.0479
C -0.0133 -0.0025 -0.0402
C 0.0741 0.0979 0.0294
C -0.0449 -0.0827 0.0170
C -0.0146 0.0262 -0.0584
C -0.0174 -0.1149 0.0770
O 0.0111 0.0672 -0.0429
H -0.0312 0.0042 -0.0349
H 0.0101 -0.0082 -0.0006
H -0.0069 0.0158 0.0012
H -0.0027 0.0393 -0.0077
H 0.0234 0.0095 -0.0109
H 0.0014 -0.0102 -0.0163
H -0.0074 -0.0083 0.0097
S 0.0206 0.0945 -0.1044
C -0.0560 -0.1426 -0.0123
N -0.0066 0.0108 -0.1090
C -0.0300 0.0843 0.0817
C -0.0688 -0.0007 0.0538
N 0.1109 -0.0304 -0.1105
H 0.0217 -0.0575 0.0142
H -0.0034 0.0149 -0.0189
H 0.0037 -0.0356 0.0215
H -0.0102 0.0331 0.0198
H 0.0214 -0.0145 -0.0085
H -0.0280 0.0519 0.0156
O 0.0283 -0.3042 0.2145
O 0.0968 0.0916 0.1021

Properties
Charge: +1
LUMO in eV: -2.5817
Highest occupied orbital energy in Eh: -0.38163
Energy relative to the best compared isomer or geometry (same formula, charge and spin) in kcal/mol: 15.81